1.
Below is C22H28AsN3PtS5 as an isolated structure, with properties calculated with the ωB97M-V functional and the def2-TZVPD basis.

energy relative to the best compared isomer or geometry (same formula, charge and spin)	0.5868	eV
gap between HOMO and LUMO (alpha / beta)	0.18444 / 0.18441	Ha
2S+1	1
charge	0
total energy	-5365.46221	a.u.
strongest force on any atom	0.0126	Eh/bohr

CARTESIAN COORDINATES (ANGSTROEM)
Pt -1.0097 0.0229 1.4663
As -3.5881 -1.7901 2.7599
S -5.2454 -1.0076 3.7482
S -1.7359 -0.7439 3.5311
S -3.0947 -0.5586 0.8634
S -3.2949 -3.7906 2.3700
S -0.4973 2.0869 2.4228
N -2.5009 3.6901 1.6520
N -3.0788 2.0106 3.1535
N 0.2511 -0.0507 -0.0298
C -3.7802 4.0540 1.6418
C 1.6991 -3.3403 -1.3305
C 1.3615 1.0103 -2.0043
C 1.4929 -3.4930 1.1415
C -0.5635 3.0182 -1.9170
C 3.1801 -2.9763 -1.1776
C 0.6762 -2.1964 1.1256
C 2.5899 -0.9555 0.1772
C -4.3749 2.3290 3.1247
C 2.9737 -3.1591 1.3071
C 1.2683 -4.2399 -0.1732
C 0.4415 3.0477 -2.8756
C 0.3752 0.9524 -1.0072
C -1.6161 4.0895 -1.8529
C -2.1584 2.6553 2.3988
C 3.4061 -2.2538 0.1555
C -4.7710 3.4021 2.3618
C -0.5915 1.9713 -1.0124
C 2.4711 2.0542 -3.9860
C 1.3966 2.0413 -2.9322
C 0.8558 -2.0602 -1.3366
C 1.0953 -1.2705 -0.0317
H 3.5703 -4.0757 1.3142
H -1.3974 1.9344 -0.2942
H -1.4753 4.8282 -2.6409
H -4.0222 4.8984 1.0059
H 2.7053 -0.4410 1.1366
H -0.3851 -2.4636 1.0373
H 1.1106 -1.4681 -2.2128
H -2.6136 3.6597 -1.9647
H -2.7755 1.1107 3.5960
H -1.5876 4.5996 -0.8890
H -5.8075 3.6951 2.3087
H 3.7868 -3.8859 -1.2079
H 4.4638 -1.9986 0.2621
H 2.4205 1.1588 -4.6077
H 1.1460 -4.1019 1.9787
H 0.4736 3.8566 -3.5967
H -5.0338 1.6818 3.6898
H 1.8429 -5.1704 -0.1817
H -0.2099 -2.2972 -1.4058
H 0.2122 -4.5045 -0.2738
H 2.1213 0.2531 -2.0841
H 0.8190 -1.6793 2.0823
H 3.1408 -2.6538 2.2631
H 2.9776 -0.2872 -0.5857
H 2.3732 2.9210 -4.6377
H 3.5041 -2.3445 -2.0115
H 3.4641 2.0835 -3.5343
H 1.5424 -3.8587 -2.2802

Mulliken atomic charge list, values in e, 6 entries:
1 Pt 1.46
2 As 0.45
3 S -0.48
4 S -0.60
5 S -0.44
6 S -0.43

---

2.
Below is a 4-piece molecular cluster, C3H15N2O3 overall in a non-equilibrium geometry, with properties calculated with the ωB97M-V functional and the def2-TZVPD basis.

energy relative to the best compared isomer or geometry (same formula, charge and spin)	6.8856	eV
gap between HOMO and LUMO	0.18248	Ha
2S+1	1
charge	+1
total energy	-458.07847	a.u.
strongest force on any atom	0.0685	Eh/bohr

CARTESIAN COORDINATES (ANGSTROEM)
O -1.6141 -0.9211 2.9281
O -1.1088 -2.2968 0.4590
O 0.5656 -1.2124 -1.7054
N -1.1454 1.6865 0.0875
N 0.7871 -0.9180 1.7417
C 1.0441 1.2811 -1.1646
C 1.2269 0.1175 -2.1425
C -0.3065 1.9008 -1.1106
H 0.9633 -1.8456 -2.3582
H 0.3928 -0.2171 2.4345
H -0.9299 1.4993 -1.9268
H 2.2965 -0.1206 -2.1803
H 0.7840 0.4240 -3.1326
H -0.5312 0.8813 0.3785
H -0.3263 -2.1408 1.0199
H -0.2877 2.9692 -1.1722
H 0.7272 -0.3504 0.8586
H 1.7532 -1.1331 2.0211
H 1.9570 1.9330 -1.0661
H -0.8706 -1.8695 -0.4398
H -0.9959 2.5289 0.7552
H -2.3761 -0.7799 3.5116
H -2.0054 -1.4164 2.2036

Mulliken atomic charge list, values in e, 6 entries:
1 O -0.60
2 O -0.67
3 O -0.44
4 N -0.37
5 N -0.64
6 C 0.08

---

3.
Below is one molecule with the formula C10H14N2O2 in a non-equilibrium geometry, with properties calculated with the ωB97M-V functional and the def2-TZVPD basis.

energy relative to the best compared isomer or geometry (same formula, charge and spin)	4.3499	eV
gap between HOMO and LUMO	0.36878	Ha
2S+1	1
charge	0
total energy	-649.24072	a.u.
strongest force on any atom	0.0868	Eh/bohr

CARTESIAN COORDINATES (ANGSTROEM)
O 0.4392 0.1087 -1.8614
O -0.0710 -0.3526 1.5569
N -4.2361 0.4775 -0.2753
N 0.2134 -1.7352 -0.4257
C -1.6119 0.3678 -0.1682
C 2.3690 1.0592 0.9743
C 1.9606 -0.1227 0.0015
C -0.1919 -0.4317 -0.7967
C -1.3561 0.2427 1.3311
C -0.6002 -2.8185 0.0244
C -1.3156 1.8012 -0.5628
C 0.5864 -0.5836 0.3849
C 1.8459 0.1693 -1.4975
C -3.1055 0.2804 -0.2825
H -1.9985 2.4759 -0.1450
H 2.7135 -1.0589 0.0538
H 2.1985 1.2827 -1.7158
H -1.4629 1.3592 1.7588
H -1.5188 -2.4385 0.4676
H 0.1043 -3.2912 0.8360
H 2.4616 -0.5072 -2.2474
H 1.5760 1.6881 1.0617
H -1.4079 1.7430 -1.6131
H -0.7892 -3.5350 -0.9098
H -0.3310 1.8520 -0.2821
H 3.1369 1.5705 0.5386
H -2.0789 -0.1641 1.9157
H 2.4702 0.5609 1.8781

Mulliken atomic charge list, values in e, 6 entries:
1 O -0.47
2 O -0.49
3 N -0.56
4 N -0.32
5 C 1.68
6 C -1.79

---

4.
Below is a 2-piece molecular cluster, ClH2NS overall in a non-equilibrium geometry, with properties calculated with the ωB97M-V functional and the def2-TZVPD basis.

energy relative to the best compared isomer or geometry (same formula, charge and spin)	1.0348	eV
gap between HOMO and LUMO (alpha / beta)	0.27242 / 0.27229	Ha
2S+1	1
charge	0
total energy	-914.25718	a.u.
strongest force on any atom	0.0588	Eh/bohr

CARTESIAN COORDINATES (ANGSTROEM)
Cl -2.6918 0.6772 0.0785
S 0.6404 1.6239 0.0066
N 1.6478 0.4243 -0.1599
H -2.3015 0.3263 -1.1306
H 2.4845 0.6892 0.2536

Need the Mulliken charges? In units of e they are:
1 Cl -0.26
2 S 0.05
3 N -0.32
4 H 0.26
5 H 0.27

---

5.
Below is one molecule with the formula C3H13NSi2 in a non-equilibrium geometry, with properties calculated with the ωB97M-V functional and the def2-TZVPD basis.

energy relative to the best compared isomer or geometry (same formula, charge and spin)	2.0996	eV
gap between HOMO and LUMO	0.36891	Ha
2S+1	1
charge	0
total energy	-755.78815	a.u.
strongest force on any atom	0.0724	Eh/bohr

CARTESIAN COORDINATES (ANGSTROEM)
Si -0.8311 0.2254 -0.7095
Si -2.5844 0.3034 1.0397
N -0.4720 1.8392 -1.4060
C 0.9211 -0.1266 0.1257
C 0.7682 -1.1031 1.3431
C 1.9441 -0.4937 -0.9122
H 2.1615 -1.6604 -1.0868
H 2.8762 -0.0617 -0.6210
H 0.5334 1.9671 -1.7516
H 1.9268 -0.1166 -1.8919
H 1.7812 -1.3945 1.5508
H 1.1678 0.8235 0.5131
H -4.1044 0.3286 0.5650
H 0.3268 -0.6338 2.2539
H -0.9246 -0.8868 -1.7266
H -2.2953 -0.9318 1.8140
H -2.0697 1.6586 1.7123
H -1.2087 2.2437 -1.9602
H 0.0833 -1.9805 1.1480

Mulliken atomic charge list, values in e, 6 entries:
1 Si 0.15
2 Si 0.27
3 N -0.52
4 C 0.40
5 C -1.39
6 C -1.41

---

6.
Below is C28H41Br33N2O4 as an isolated structure in a non-equilibrium geometry, with properties calculated with the ωB97M-V functional and the def2-TZVPD basis.

gap between HOMO and LUMO	0.32494	Ha
2S+1	1
charge	0
total energy	-86444.32004	a.u.
strongest force on any atom	0.0740	Eh/bohr

CARTESIAN COORDINATES (ANGSTROEM)
Br -2.9621 -10.0628 3.4802
Br 0.7370 -5.9603 3.5403
Br 6.0252 0.1104 -2.6613
Br 6.9052 2.9656 6.2926
Br 2.5056 8.2195 -4.5186
Br -9.9018 4.6206 -0.8012
Br 9.3282 2.4676 4.2625
Br -8.6221 0.9965 4.2354
Br 3.6338 3.7389 -3.4520
Br 6.8524 2.0102 -0.2325
Br -13.0714 4.2442 -0.8792
Br -11.4287 3.4389 1.7353
Br -7.3190 -1.4741 2.6892
Br -5.3972 -8.0075 3.4190
Br -1.6740 -3.7644 0.0909
Br 1.4754 6.2680 -6.8228
Br 12.0684 5.0349 -5.5756
Br 7.7003 2.7624 -3.2156
Br 4.9421 -1.1048 4.6552
Br 4.6025 6.8113 -6.4726
Br -0.4509 -5.0459 6.3701
Br 5.7079 -1.5827 1.5920
Br -5.2303 -10.3380 1.2515
Br 0.5073 3.1913 -3.8057
Br 11.6610 5.8655 -2.5206
Br 7.7607 5.2480 4.2316
Br 5.9054 1.3416 2.8514
Br -3.3639 -6.4072 0.7619
Br -8.2549 1.1138 1.0704
Br 9.1360 5.5843 -4.4468
Br -2.4615 -4.4122 3.0871
Br 2.5175 -4.2560 5.4949
Br 1.5388 5.1407 -1.5012
O -6.3078 -1.5460 -2.9702
O -0.5140 3.1476 0.4775
O 1.8821 -0.9541 -2.9070
O -2.3766 2.4571 1.4587
N -0.3070 -0.3802 -2.6536
N -4.8879 -0.6922 -1.4699
C -2.5472 0.2763 -1.5173
C -0.6732 0.8118 0.8906
C -5.2179 -1.1416 -2.7505
C 3.0389 1.0022 -0.9577
C 1.1208 -5.5772 5.3885
C -2.0299 -5.1612 1.3696
C -5.7352 -1.3321 -0.4448
C 2.5675 0.1369 1.3524
C -8.5798 -0.0172 2.5959
C 2.0347 -0.9267 2.3469
C -1.0907 -0.2188 -1.4377
C 2.8267 7.5390 -6.2946
C -4.2268 -1.1521 -3.8989
C -5.5798 -2.8583 -0.3461
C -11.4009 3.5765 -0.1865
C 1.0430 -0.5453 -0.6253
C 1.0045 -0.6819 -2.1920
C -3.4710 -0.9074 -1.1275
C -1.1384 2.2655 0.8887
C -4.8282 -9.8126 3.0626
C 6.0575 -0.5488 3.1825
C 2.0827 -2.3955 1.8618
C 10.9085 4.9477 -4.0387
C 2.4523 -0.1850 -0.1471
C 7.3445 1.3334 -1.9706
C 8.3597 3.7674 5.3106
C 1.8598 4.4639 -3.2738
C -0.0962 0.4975 -0.4898
H -3.2113 -0.8664 -3.6400
H 0.0454 0.7459 1.6998
H 0.7485 -1.5579 -0.3300
H -5.3921 -10.4623 3.7170
H 9.0525 4.1634 6.0395
H 2.7577 8.3770 -6.9740
H 10.8151 3.9045 -3.7671
H -2.7549 1.0474 -0.7765
H 3.6249 0.6491 -1.7965
H 8.2637 0.7785 -1.8450
H 2.8667 -2.5674 1.1292
H 3.6311 0.2561 1.5670
H -6.7708 -1.0486 -0.5912
H 1.1051 -2.7006 1.4912
H 1.0282 -0.7187 2.7135
H -2.7787 0.6644 -2.5071
H -1.5647 0.2025 1.0387
H -11.2715 2.5756 -0.5750
H -4.1773 -2.1828 -4.2453
H 1.7889 5.3019 -3.9548
H -4.7249 -3.0903 0.2900
H 2.6831 -0.8746 3.2246
H 2.2380 1.6616 -1.2980
H 2.1072 1.1169 1.5056
H -3.3650 -0.9883 -0.0459
H 3.0858 -1.0409 -0.3880
H 2.2710 -3.0353 2.7255
H -4.6093 -0.5401 -4.7094
H -5.4592 -0.9120 0.5193
H -6.4724 -3.3127 0.0787
H -2.2759 2.9899 2.2592
H 0.1991 1.3664 -1.0813
H -9.5604 -0.4536 2.4669
H -1.1377 -1.2240 -1.0032
H 1.4872 -6.4878 5.8411
H -5.4298 -3.3379 -1.3116
H -1.1083 -5.7150 1.4863
H 7.0822 -0.7418 3.4691
H -0.3479 0.3883 -3.3116
H 3.6622 1.5811 -0.2746
H -3.0791 -1.8585 -1.5286

Mulliken atomic charge list, values in e, 6 entries:
1 Br 0.00
2 Br -0.02
3 Br 0.00
4 Br -0.01
5 Br -0.01
6 Br -0.01